[1]
Computed, not measured: a molecular structure, C29H54AuClOP, with ωB97M-V/def2-TZVPD.

```
87
Properties=species:S:1:pos:R:3:forces:R:3
C -1.221356 -2.559072 2.691220 0.136 -0.094 -0.046
C -3.779369 -0.888063 -3.463237 0.032 -0.037 0.160
C -1.383520 4.757342 1.793350 -0.047 -0.234 -0.081
H 2.646947 2.398235 3.043955 0.395 0.034 -0.040
H -4.166583 -1.866889 -3.155041 0.063 0.034 0.013
H 2.463601 0.416102 4.322130 0.115 -0.098 -0.057
H 2.372409 -0.276839 -0.695418 -0.311 -0.130 -0.097
P 0.024705 -0.408496 -0.675749 0.596 0.327 -0.593
C -1.302661 -0.318044 -1.950104 0.150 -0.008 -0.275
Cl 0.108699 2.062480 4.327887 0.055 0.096 0.590
H 4.681802 -1.142679 1.706644 -0.030 0.029 -0.054
H -1.754692 -3.003813 -0.575816 0.198 -0.025 0.129
H 3.205789 -1.634494 -4.426556 -0.070 0.050 0.022
H -1.085598 5.813218 1.866124 0.049 -0.238 -0.044
H 4.816286 0.324799 0.711899 -0.070 -0.048 0.032
H -1.156755 -5.173584 0.386315 0.112 0.108 0.033
H -4.475107 -0.503373 -4.215658 0.008 -0.044 0.009
H -0.214806 -2.609514 3.132439 -0.141 0.075 -0.049
C 1.834527 0.288718 -2.709202 -0.094 -0.166 -0.107
H 0.742274 -1.931130 0.904493 -0.355 -0.014 0.004
C 0.171879 1.205789 0.078275 -0.069 0.466 0.287
H 1.881620 -2.707043 -0.914844 0.076 0.105 -0.181
C -3.113979 3.081439 2.690293 0.061 0.295 0.524
C -1.581068 -3.929827 2.106250 -0.123 0.176 -0.019
H -2.430496 -1.891461 -4.831507 0.027 0.112 0.054
C 4.710696 -0.050686 1.734290 -0.190 -0.050 -0.263
C -2.599260 3.163074 0.226690 -1.081 -0.764 1.120
H -4.744558 -0.036073 -1.717757 0.035 0.080 -0.106
C -0.760544 -4.267138 0.859131 0.132 0.132 0.158
H -2.254651 -1.303750 1.247511 0.257 -0.145 0.092
H -1.011738 4.509989 -0.343594 -0.102 -0.115 0.080
H 3.546893 -3.265168 -2.692069 -0.013 0.066 -0.055
H 5.602027 0.251878 2.293383 -0.173 0.011 0.045
H 0.271308 -4.480004 1.164501 -0.031 -0.028 -0.058
H -1.521192 -2.375906 -2.594703 0.071 0.149 -0.189
H 4.102614 -2.059973 -1.552537 -0.029 0.083 -0.033
H -0.932813 -0.502338 2.099531 -0.201 -0.441 -0.145
H -3.307345 5.238441 2.589870 0.077 -0.152 0.093
H 3.936366 0.652164 -2.545785 0.054 -0.057 0.032
H 3.331904 0.759280 -4.187695 -0.017 -0.030 0.018
H -0.500873 4.147365 2.050507 -0.322 0.108 -0.109
H -2.645719 -3.925768 1.842512 0.027 -0.039 -0.004
H -2.856614 -1.269202 -0.799452 -0.001 0.218 -0.184
C 3.258177 0.177989 -3.263407 0.065 0.027 0.276
C 3.319241 -0.043754 3.814634 -0.017 -0.074 0.143
C -2.393406 -1.082880 -4.091200 0.036 0.221 0.197
H 4.226684 0.179644 4.389103 -0.114 -0.042 -0.021
C -1.311674 -1.400816 -3.055315 0.005 -0.067 0.285
C 3.427216 0.499125 2.385634 0.335 0.288 0.863
H -0.696010 1.827890 -0.195349 0.370 -0.326 0.150
C 3.393154 -2.229233 -2.372447 0.068 0.125 0.288
C -3.228675 2.571523 1.281976 0.536 0.349 -1.318
H -1.127344 0.656918 -2.448409 -0.014 -0.240 0.267
H -1.914984 -2.289534 3.498347 0.135 -0.082 -0.105
H 1.612674 1.334522 -2.452001 0.022 -0.174 -0.095
H -3.683946 1.092072 -2.566434 0.045 -0.155 0.028
C 3.519082 2.029579 2.484414 -0.196 0.089 -0.233
H 1.100082 1.689916 -0.271204 -0.393 -0.380 -0.221
C -2.666100 -0.285787 -1.253842 -0.143 0.104 0.161
H 3.169080 -1.126749 3.793384 0.046 0.036 -0.002
H -2.666241 0.442342 -0.429972 -0.016 -0.122 -0.135
H -4.106249 3.109804 3.165985 0.132 -0.164 -0.133
C -1.232665 -1.456899 1.630308 -0.034 0.367 0.240
H 4.441193 2.355203 2.979065 -0.131 -0.068 -0.011
C -2.517376 4.498681 2.795532 0.066 0.051 -0.228
H 4.774405 -1.294022 -3.720883 -0.042 0.050 -0.071
H -3.863783 1.673716 1.136800 0.638 0.490 -0.027
C 3.698513 -1.266429 -3.520468 -0.113 -0.113 -0.092
C -0.741029 -3.131967 -0.168879 0.033 0.151 -0.175
C 1.670052 -0.618885 -1.479708 -0.098 -0.314 0.212
H 1.250457 -2.462415 -2.546755 0.165 0.063 0.104
H -2.103449 -0.165416 -4.619025 -0.039 -0.090 -0.009
H -1.439397 -4.706124 2.867627 -0.075 0.062 -0.102
H -0.100767 -3.417928 -1.013536 -0.216 0.028 0.199
H 1.132387 -0.017207 -3.496483 0.045 0.101 0.125
Au 0.447693 1.383766 2.155818 0.058 -0.414 -0.945
H -2.504241 2.393627 3.310471 -0.229 0.155 -0.414
C -0.276419 -1.804329 0.481017 0.195 -0.120 0.124
O 2.325473 0.103834 1.634272 -0.351 0.173 -0.276
C 1.976921 -2.081907 -1.813700 0.114 -0.108 -0.192
H -2.642938 2.723301 -0.778248 -0.272 0.125 0.387
C -1.859092 4.460765 0.351939 0.437 0.430 0.555
H -0.332344 -1.486988 -3.551752 -0.305 0.025 0.042
H 3.478904 2.463346 1.481816 0.085 0.024 -0.012
H -2.523901 5.289760 0.072469 -0.034 -0.158 -0.200
H -2.156147 4.675645 3.817250 -0.116 -0.064 -0.198
C -3.784262 0.046317 -2.241323 0.055 -0.055 -0.137
```
Forces are in eV/Å.

Output
**Molecular weight**: 682.1 g/mol
**Largest force on an atom**: 1.7 eV/Å
**Spin multiplicity**: 3
**LUMO level (spin up / spin down)**: 0.10051 / 0.03633 hartree
**Energy relative to the best compared isomer or geometry (same formula, charge and spin)**: 0.0 kcal/mol
**Charge**: -1
**HOMO level (spin up / spin down)**: 0.022 / -0.237 Ha
**Orbital gap (spin up / spin down)**: 2.129 / 7.428 eV
**E**: -58500.2443 eV

[2]
Computed, not measured: 5 unconnected molecules or ions with the total composition C29H54Cl8O8S, with ωB97M-V/def2-TZVPD.

```
100
Properties=species:S:1:pos:R:3:forces:R:3
C 1.532574 -3.342039 2.982054 0.056 -0.053 -0.117
H 2.068341 -0.649500 -2.101597 -0.074 -0.179 -0.010
H -4.299489 2.478283 4.386679 -0.032 -0.070 -0.039
H 1.674052 -3.649271 0.128664 -0.094 -0.006 0.023
C 3.974330 -1.823818 3.793529 -0.397 -0.981 0.792
H -0.389986 -2.052952 -1.308440 -0.017 -0.132 0.065
H 0.017208 -1.297213 2.476831 -0.075 -0.038 0.024
H -2.541380 4.076595 1.536246 0.019 -0.013 -0.120
O -1.264362 0.028348 -0.570857 -0.266 -0.057 0.062
C 0.032068 -3.462598 2.699764 -0.053 0.079 0.256
C -3.361490 0.044544 2.157715 0.056 0.048 -0.093
H 1.474119 -0.947561 0.826126 -0.056 -0.129 -0.050
C -1.855648 -0.783769 0.467931 -0.143 0.068 -0.038
C 0.677138 -6.267128 -1.978029 -0.163 -0.112 0.109
O -2.051461 0.004337 1.582402 0.001 -0.014 0.021
C 6.377125 1.455729 -0.559841 0.018 0.058 0.174
C -1.486255 6.862458 3.343847 -0.014 0.069 0.017
H 6.545234 0.534352 -1.126967 0.041 0.081 -0.017
H -5.593054 1.536398 3.671497 0.085 -0.152 0.022
H 1.989217 -4.336780 3.003091 0.005 0.097 -0.002
Cl -2.627948 6.845301 1.992079 -0.006 0.056 0.022
H -2.761369 1.990932 2.717190 -0.016 -0.088 0.028
C -3.427589 -6.469479 -4.249738 0.039 0.099 0.034
C -3.639442 2.727677 0.240060 -0.086 0.164 -0.049
O 1.043515 -3.888428 -1.803737 0.298 0.350 0.257
H 0.470835 2.153228 -3.578936 0.031 0.002 -0.027
H -1.912221 3.992287 -0.119314 -0.065 0.000 0.082
H -5.204647 1.479856 1.017310 -0.100 0.163 0.092
C -1.018385 -2.077899 0.729542 0.139 -0.013 0.107
H 3.518540 -0.177534 0.438556 -0.104 -0.021 -0.036
C 4.871915 1.818022 -0.609088 0.142 -0.213 -0.141
O 2.715441 -1.494203 4.105257 -0.437 0.119 -0.238
H -3.388845 1.898836 -0.434895 0.060 -0.028 0.155
H -4.078523 -0.345777 1.423491 -0.035 -0.009 0.113
Cl -2.560752 -8.009550 -4.373792 0.020 0.015 0.044
C -3.714393 1.483086 2.550459 -0.083 -0.048 0.049
H 1.484309 -6.600651 -2.635144 -0.017 0.109 0.070
Cl -0.707475 5.298508 3.601393 -0.003 -0.030 -0.009
H 8.021098 1.525063 0.880065 -0.073 -0.090 -0.007
H 4.767656 2.805294 -1.067485 -0.055 -0.017 0.125
H -4.656740 4.624521 0.033865 -0.004 -0.083 -0.048
H 2.025461 -2.781376 2.180460 -0.046 -0.082 0.002
C 2.337255 -1.116900 -1.151945 0.103 -0.016 -0.095
C 1.827206 -2.603763 4.294501 -0.102 -0.006 0.274
C 0.840935 2.983706 -4.164345 -0.058 0.048 0.023
Cl 2.522934 3.275828 -3.713077 0.002 0.054 -0.056
H -0.718269 7.593661 3.123885 0.009 -0.013 -0.002
C 0.097946 -2.191003 -0.336674 -0.092 0.153 -0.154
O 0.497223 1.011081 -1.788971 0.033 0.162 0.018
H 0.276344 3.888348 -3.970859 0.016 0.016 -0.026
H -5.072443 3.021269 1.831812 0.229 0.043 0.058
H 0.918395 -2.166269 4.710736 0.097 0.017 -0.053
C -4.491275 3.717720 -0.561347 -0.002 0.084 0.175
H 4.621491 0.504514 -2.269669 -0.272 0.111 -0.153
H 4.483681 1.885752 0.412523 -0.059 0.086 -0.086
O 4.672985 -1.159307 3.120871 0.890 0.954 -0.764
H -3.373173 -0.615891 3.034416 0.019 0.051 -0.065
C 0.271419 -4.868694 -2.358015 1.257 -0.737 1.212
C -4.514558 1.543842 3.862188 -0.135 0.105 -0.119
H -2.822564 -1.053575 0.029074 0.122 0.009 -0.050
C 6.955267 1.282280 0.852701 -0.062 0.040 0.019
Cl -2.215722 6.362794 -5.626654 0.007 -0.004 0.014
H 1.033671 -6.294443 -0.947636 0.058 -0.072 -0.083
H -5.474473 3.304751 -0.806607 0.093 -0.003 -0.075
C -4.475645 2.197710 1.420469 0.088 -0.205 -0.195
H -2.697304 -5.675267 -4.141762 0.035 -0.037 -0.035
C 3.615928 -0.430389 -0.622835 0.074 -0.006 -0.046
Cl -4.416008 -6.146305 -5.678602 0.001 0.006 0.007
H -3.985908 4.022451 -1.480892 -0.075 -0.074 0.009
H -1.589320 2.682603 1.001380 -0.056 0.030 0.050
C 4.015768 0.827200 -1.413901 0.283 0.015 0.161
H 4.300233 -2.774005 4.255777 -0.058 -0.085 -0.030
C 1.124634 -1.047886 -0.206341 0.182 0.000 -0.063
H -0.906935 4.879982 -6.892878 -0.003 0.021 -0.012
C -0.619139 -2.149867 2.216712 0.043 -0.115 -0.046
Cl 0.671584 2.584107 -5.886660 0.003 -0.007 -0.005
H -1.698929 -2.919430 0.546912 0.027 0.079 -0.013
O 0.442455 1.331566 0.674706 0.047 0.112 -0.033
H 4.437745 -1.152316 -0.682417 -0.034 0.083 0.140
C 0.737238 -3.580165 -0.430311 0.157 0.022 -0.002
H -4.279087 0.716749 4.536217 0.029 0.074 -0.017
H 6.834834 0.261841 1.219776 -0.067 0.012 0.008
H -0.172197 -6.938628 -2.105096 0.100 0.021 -0.023
H -4.082210 -6.517629 -3.388065 -0.017 -0.044 -0.016
H -0.453093 -3.746493 3.641699 0.054 -0.055 -0.097
H -0.165811 -4.297545 2.025910 0.003 0.086 -0.068
H 0.048769 -4.333370 -0.040163 0.008 0.023 -0.016
H -2.341122 4.087999 -6.189195 -0.012 0.004 -0.006
H 6.449694 1.936617 1.568740 0.083 0.022 -0.079
H -1.542937 -2.016548 2.784067 0.094 0.123 -0.065
H 6.947031 2.240049 -1.066840 -0.070 -0.094 -0.041
Cl -2.818492 5.138942 -8.231364 -0.005 0.011 0.003
C -1.966537 4.971428 -6.691388 0.020 -0.043 0.002
O -0.605554 -4.602448 -3.089084 -1.680 0.460 -1.485
H 2.242729 -3.277297 5.053337 -0.011 0.028 -0.082
H 3.137098 1.341380 -1.811013 -0.003 -0.148 0.151
C -2.347215 3.404493 0.695584 0.042 -0.112 -0.092
H -2.033187 7.123362 4.241419 0.003 -0.006 0.002
H 2.529860 -2.163591 -1.384381 0.043 0.035 0.092
S 0.248039 0.508871 -0.474671 0.021 -0.239 0.226
```
Forces are in eV/Å.

Output
**Structure (SMILES)**: CCCCCC[C@@H]1[C@@H](COC(C)=O)[C@@H](CCCCOC=O)[C@@H](OC[C@H](C)CC(C)C)OS1(=O)=O.ClCCl.ClCCl.ClCCl.ClCCl
**Molecular weight**: 846.4 g/mol
**Largest force on an atom**: 2.3 eV/Å
**Spin multiplicity**: 1
**LUMO level**: 0.00465 hartree
**Energy relative to the best compared isomer or geometry (same formula, charge and spin)**: 0.0 kcal/mol
**HOMO level**: -0.381 Ha
**Orbital gap**: 10.502 eV
**E**: -158342.8408 eV